The following is a quantum chemistry calculation of C9H22N3O6RbS3 as an isolated structure in a non-equilibrium geometry, from the Open Molecules 2025 dataset.

```
! RIJCOSX wB97M-V def2-TZVPD def2/J DEFGRID3
* xyz -2 1
Rb -1.493 0.180 -0.618
S -6.168 -1.520 0.830
S -1.733 -4.366 0.844
S -1.115 -2.528 0.440
O -1.932 -1.519 1.171
O -1.244 -2.255 -1.022
O -1.942 2.405 -1.395
O 1.982 0.959 -1.219
O 0.302 -2.381 0.836
O -3.892 2.870 -0.384
N 3.697 0.796 0.295
N -0.574 3.246 0.917
N 3.043 -1.057 -0.974
C -5.155 -0.187 0.126
C 3.300 2.108 0.771
C 5.108 0.725 -0.028
C 2.179 -1.668 -1.981
C 3.561 -2.012 0.001
C -4.983 -2.875 0.692
C -2.654 2.935 -0.507
C -1.880 3.799 0.532
C 2.811 0.244 -0.667
H 5.407 1.550 -0.694
H -5.358 -3.737 1.236
H -1.712 4.771 0.056
H -5.741 0.728 0.148
H 4.343 -2.626 -0.460
H 3.869 2.326 1.678
H -4.039 -2.557 1.120
H 5.705 0.801 0.886
H -0.144 2.922 0.052
H 1.863 -0.911 -2.694
H 1.305 -2.121 -1.521
H -0.744 2.414 1.473
H -2.497 3.948 1.418
H 3.489 2.898 0.031
H -4.908 -0.439 -0.905
H -4.235 -0.033 0.702
H 5.335 -0.213 -0.525
H 2.238 2.107 1.001
H 2.738 -2.649 0.326
H 3.960 -1.498 0.870
H -4.839 -3.134 -0.356
H 2.746 -2.445 -2.500
*
```

Values from the calculation:
energy relative to the best compared isomer or geometry (same formula, charge and spin): 5.6 kcal per mole
energy: -2190.5996 Eh
lowest unoccupied orbital energy: 0.1520 Eh
gap between HOMO and LUMO: 0.193 hartree
HOMO: -1.1094 eV

=====

The following is a quantum chemistry calculation of C27H29N4PS3Ti as an isolated structure, from the Open Molecules 2025 dataset.

```
! RIJCOSX wB97M-V def2-TZVPD def2/J DEFGRID3
* xyz 0 3
Ti -1.290 -1.017 0.739
S 0.711 -2.227 4.436
S -3.593 -0.405 0.386
S -1.388 -3.071 2.358
P -0.687 0.976 -0.979
N -0.315 -0.686 2.639
N -3.429 -0.431 3.095
N 0.201 -2.019 -0.249
N -2.801 1.566 2.094
C 0.516 0.123 3.394
C -2.305 0.456 -3.224
C 1.555 2.163 4.075
C -2.605 -0.192 -4.413
C -0.473 -1.299 -4.346
C 1.573 -2.135 -0.251
C -0.172 -0.662 -3.154
C -1.755 -3.070 -1.428
C 2.077 0.118 5.254
C 0.963 1.705 -1.271
C -1.086 0.229 -2.589
C 2.417 -1.419 0.752
C 1.787 1.971 -0.182
C 0.676 1.497 3.240
C 2.259 1.478 5.066
C -1.688 -1.067 -4.977
C 0.755 -3.607 -1.743
C -0.362 -1.928 3.089
C -3.123 0.224 1.917
C -1.697 2.507 -0.985
C -0.289 -2.937 -1.158
C 1.383 2.088 -2.544
C 3.424 2.970 -1.625
C 2.607 2.713 -2.718
C 1.947 -3.099 -1.158
C 3.011 2.601 -0.355
C 1.195 -0.551 4.417
H 1.692 3.231 3.965
H 4.382 3.454 -1.765
H 0.238 -1.996 -4.768
H 0.768 -0.871 -2.654
H 2.005 -0.442 0.992
H 3.432 -1.275 0.382
H -1.543 3.068 -1.907
H -3.216 1.989 2.915
H -3.478 -1.437 2.991
H 0.758 1.884 -3.405
H 3.641 2.793 0.505
H 2.926 2.997 -3.713
H 2.606 -0.407 6.038
H -2.184 -2.174 -1.894
H -1.923 -1.574 -5.904
H -2.334 -3.294 -0.524
H 2.480 -1.986 1.687
H 0.092 2.018 2.493
H 0.668 -4.374 -2.498
H -2.817 -0.183 3.864
H -1.379 3.124 -0.143
H -3.556 -0.013 -4.898
H -2.929 2.128 1.268
H 1.474 1.683 0.810
H -3.033 1.131 -2.792
H 2.959 -3.420 -1.353
H -1.923 -3.894 -2.122
H 2.944 2.017 5.707
H -2.753 2.261 -0.879
*
```

Values from the calculation:
energy relative to the best compared isomer or geometry (same formula, charge and spin): 0.6 kcal per mole
energy: -3650.7935 Eh
lowest unoccupied orbital energy (spin up / spin down): 0.0105 / -0.0017 Eh
gap between HOMO and LUMO (spin up / spin down): 0.250 / 0.253 hartree
HOMO (spin up / spin down): -6.5218 / -6.9215 eV

=====

The following is a quantum chemistry calculation of a 4-piece molecular cluster, C14H18F3N3O11 overall in a non-equilibrium geometry, from the Open Molecules 2025 dataset.

```
! RIJCOSX wB97M-V def2-TZVPD def2/J DEFGRID3
* xyz 0 1
F -6.069 -5.100 0.192
F -1.335 6.394 0.798
F -0.197 -4.045 -3.978
O -2.090 4.318 1.209
O -4.261 -5.531 -1.070
O -2.687 3.740 -0.888
O 1.025 -2.362 -1.258
O 0.775 -2.082 -3.482
O 2.391 4.402 0.583
O 4.639 4.322 1.066
O -2.787 -4.158 -0.056
O -2.202 -5.233 -1.961
O -3.190 2.373 0.846
O 1.503 -0.360 -2.205
N 0.940 2.730 2.550
N 1.427 0.688 1.391
N 3.241 2.495 1.904
C 4.267 1.588 1.299
C 1.133 -1.497 -2.306
C -1.354 5.130 0.315
C 0.769 -3.472 -3.225
C 3.347 3.788 1.162
C -4.020 -4.041 0.639
C -2.703 3.385 0.428
C -3.011 -4.994 -1.109
C -4.731 -5.295 0.242
C 2.451 -0.077 0.622
C -2.146 5.052 -0.950
C 0.432 -3.549 -1.770
C 1.893 1.955 1.914
C 3.859 0.029 1.435
H 4.644 -0.644 0.917
H -0.644 -3.525 -1.584
H 0.529 0.762 0.890
H 0.504 3.456 1.949
H 1.742 -3.898 -3.484
H 2.609 0.451 -0.379
H 0.850 -4.435 -1.292
H -1.525 5.180 -1.839
H -4.540 -3.138 0.307
H 0.633 2.579 3.516
H -0.331 4.750 0.229
H -3.859 -3.977 1.717
H 3.745 -0.186 2.553
H -4.505 -6.160 0.873
H 2.189 -1.196 0.484
H 4.264 1.801 0.156
H -2.961 5.781 -0.984
H 5.348 1.805 1.634
*
```

Values from the calculation:
energy: -1835.7036 Eh
lowest unoccupied orbital energy: -0.0388 Eh
gap between HOMO and LUMO: 0.257 hartree
HOMO: -8.0570 eV

=====

The following is a quantum chemistry calculation of an isolated molecule of C5H5N in a non-equilibrium geometry, from the Open Molecules 2025 dataset.

```
! RIJCOSX wB97M-V def2-TZVPD def2/J DEFGRID3
* xyz 0 1
N 0.865 1.147 0.245
C -2.008 -0.698 0.273
C 1.387 -0.126 0.208
C -0.398 1.352 -0.190
C -1.135 0.268 -0.168
C 1.876 -1.150 -0.127
H 2.564 -2.008 -0.314
H 1.710 1.657 0.165
H -0.334 2.236 -0.865
H -2.169 -1.554 -0.442
H -2.358 -1.123 1.214
*
```

Values from the calculation:
energy relative to the best compared isomer or geometry (same formula, charge and spin): 133.5 kcal per mole
energy: -248.0622 Eh
lowest unoccupied orbital energy: 0.0267 Eh
gap between HOMO and LUMO: 0.326 hartree
HOMO: -8.1578 eV
structure (SMILES): C#CNC=C=C

=====

The following is a quantum chemistry calculation of an isolated molecule of C3H5FOS2 in a non-equilibrium geometry, from the Open Molecules 2025 dataset.

```
! RIJCOSX wB97M-V def2-TZVPD def2/J DEFGRID3
* xyz 0 1
S 0.467 -0.096 -1.829
S -1.559 0.193 1.002
F 0.232 -1.900 0.492
O -0.215 2.253 0.318
C 0.942 0.155 -0.135
C -0.202 1.063 0.353
C 1.391 -1.008 0.641
H 2.226 -1.575 0.074
H 1.520 -0.922 1.684
H -0.778 -0.913 1.034
H -0.512 -1.087 -1.533
H 1.865 0.746 -0.149
*
```

Values from the calculation:
energy relative to the best compared isomer or geometry (same formula, charge and spin): 8.6 kcal per mole
energy: -1088.7412 Eh
lowest unoccupied orbital energy: 0.0213 Eh
gap between HOMO and LUMO: 0.367 hartree
HOMO: -9.4184 eV
structure (SMILES): O=C(S)[C@H](S)CF

=====

The following is a quantum chemistry calculation of an isolated molecule of C5H9N2P in a non-equilibrium geometry, from the Open Molecules 2025 dataset.

```
! RIJCOSX wB97M-V def2-TZVPD def2/J DEFGRID3
* xyz 0 1
P -0.650 -1.930 0.757
N -0.483 0.581 1.374
N -0.932 0.069 2.489
C 0.653 0.176 -0.730
C -1.180 -1.175 2.398
C -0.034 -0.230 0.470
C 0.909 1.701 -0.556
C -0.258 -0.152 -1.914
H 0.420 -2.544 1.382
H -0.006 2.181 -0.043
H 0.098 0.006 -2.841
H 1.131 2.243 -1.395
H -1.063 0.520 -1.934
H -1.429 -1.827 3.329
H -0.663 -1.156 -1.881
H 1.849 1.707 0.101
H 1.637 -0.170 -1.005
*
```

Values from the calculation:
energy relative to the best compared isomer or geometry (same formula, charge and spin): 54.7 kcal per mole
energy: -646.6672 Eh
lowest unoccupied orbital energy: 0.0044 Eh
gap between HOMO and LUMO: 0.342 hartree
HOMO: -9.1769 eV
structure (SMILES): CC(C)C1=[PH]=CN=N1